Entry 1:
ORCA calculation (ωB97M-V with the def2-TZVPD basis set) on 2 unconnected molecules or ions with the total composition C5H16N3.

## Properties
relative energy (zero: lowest compared OMol25 entry of this formula, charge and spin) = 21.7 kcal/mol
spin multiplicity = 2
HOMO energy (spin up / spin down) = -0.144 / -0.333 Ha
frontier orbital gap (spin up / spin down) = 4.81 / 9.85 eV
expectation value of S² = 0.753
M = 118.20 Da

Cartesian coordinates (Å):
C -2.280 0.355 0.339
C -1.322 0.301 -0.826
C -1.025 -1.063 1.873
N -2.226 -0.809 1.216
N -0.179 -0.121 2.452
N -0.765 -2.407 2.172
H -2.235 1.271 0.957
H -3.341 0.449 0.052
H -1.735 0.824 -1.703
H -1.099 -0.642 -1.314
H -2.599 -1.611 0.744
H -0.135 0.767 1.960
H 0.725 -0.404 2.779
H -0.947 -3.157 1.521
H -0.144 -2.714 2.900
H -0.500 1.002 -0.650
C 1.704 1.127 -1.666
C 3.204 0.896 -1.862
H 1.405 1.585 -2.605
H 1.207 0.175 -1.596
H 1.576 1.874 -0.881
H 3.384 0.295 -2.763
H 3.699 1.857 -1.914
H 3.627 0.150 -1.185

Entry 2:
ORCA calculation (ωB97M-V with the def2-TZVPD basis set) on a molecular structure, C5H16N3.

## Properties
relative energy (zero: lowest compared OMol25 entry of this formula, charge and spin) = 297.7 kcal/mol
net charge = +1
HOMO energy = -0.485 Ha
frontier orbital gap = 5.11 eV
M = 118.20 Da

Cartesian coordinates (Å):
N 2.102 -0.249 -1.445
C 2.506 0.737 0.037
C 1.198 1.152 0.819
N -0.062 0.687 0.416
C -0.549 -0.696 0.241
C 0.341 -1.878 0.760
C -2.153 -0.626 0.542
N -2.522 0.518 -0.223
H 1.924 0.623 -1.911
H 3.062 -0.129 -0.642
H -5.382 1.584 -4.279
H 2.991 1.692 -0.239
H 3.249 0.588 0.859
H 1.130 2.280 0.943
H 1.408 0.839 1.798
H -0.190 0.888 -0.599
H -0.375 -0.824 -0.896
H 1.254 -1.887 0.088
H 0.645 -1.719 1.848
H -0.217 -2.769 0.600
H -2.553 -1.586 0.329
H -2.252 -0.633 1.665
H -5.913 2.002 -4.611
H -3.458 0.229 -0.583

Entry 3:
ORCA calculation (ωB97M-V with the def2-TZVPD basis set) on 2 unconnected molecules or ions with the total composition C5H16N3.

## Properties
relative energy (zero: lowest compared OMol25 entry of this formula, charge and spin) = 31.7 kcal/mol
net charge = +1
HOMO energy = -0.533 Ha
frontier orbital gap = 11.33 eV
M = 118.20 Da

Cartesian coordinates (Å):
C 1.525 -1.422 1.199
C 1.405 -2.764 1.907
H 0.866 -1.324 0.325
H 1.451 -0.520 1.814
H 2.476 -1.297 0.657
H 1.527 -3.559 1.173
H 0.491 -2.932 2.462
H 2.248 -2.787 2.603
C -1.035 -0.206 -0.946
C -2.482 -0.383 -0.419
C 0.032 1.944 -0.828
N -0.535 0.951 -0.159
N 0.203 1.874 -2.210
N 0.402 3.008 -0.094
H -0.499 -1.148 -0.823
H -0.997 -0.115 -2.027
H -2.836 0.353 0.298
H -2.634 -1.384 -0.014
H -0.413 0.922 0.841
H 1.037 1.279 -2.254
H 0.412 2.796 -2.567
H -0.083 3.150 0.782
H 0.668 3.892 -0.498
H -3.229 -0.326 -1.225

Entry 4:
ORCA calculation (ωB97M-V with the def2-TZVPD basis set) on 2 unconnected molecules or ions with the total composition C5H16N3.

## Properties
relative energy (zero: lowest compared OMol25 entry of this formula, charge and spin) = 36.5 kcal/mol
net charge = +1
HOMO energy = -0.505 Ha
frontier orbital gap = 10.64 eV
M = 118.20 Da

Cartesian coordinates (Å):
C -2.537 -0.909 0.485
C -0.421 -1.336 1.839
N -1.641 -0.921 1.748
N 0.431 -1.211 2.915
N 0.188 -1.976 0.708
H -2.160 -0.557 2.580
H 0.486 -0.229 3.139
H 1.267 -1.802 3.083
H -0.393 -2.374 0.046
H 1.036 -2.451 0.921
H -2.743 -1.993 0.276
H -1.917 -0.467 -0.240
H -3.499 -0.492 0.803
C 1.086 1.560 -1.050
C 0.310 2.560 -1.931
C 1.732 0.479 -1.862
H 0.640 1.184 -0.116
H 1.970 2.018 -0.630
H 0.736 2.480 -2.913
H -0.764 2.470 -2.032
H 2.358 -0.192 -1.251
H 0.507 3.555 -1.565
H 2.356 0.813 -2.682
H 0.971 -0.208 -2.271

Entry 5:
ORCA calculation (ωB97M-V with the def2-TZVPD basis set) on 2 unconnected molecules or ions with the total composition C5H16N3.

## Properties
relative energy (zero: lowest compared OMol25 entry of this formula, charge and spin) = 16.8 kcal/mol
net charge = +1
HOMO energy = -0.539 Ha
frontier orbital gap = 11.60 eV
M = 118.20 Da

Cartesian coordinates (Å):
C 2.186 -0.397 1.305
C 3.250 -0.838 0.355
C -0.193 0.356 1.121
N 0.969 0.062 0.524
N -0.766 -0.650 1.784
N -0.793 1.533 1.158
H 1.854 -1.190 1.952
H 2.480 0.432 1.932
H 4.116 -1.247 0.862
H 3.698 0.039 -0.129
H 1.299 0.707 -0.183
H -0.483 -1.581 1.528
H -1.655 -0.549 2.244
H -0.262 2.312 0.800
H -1.773 1.637 1.367
H 2.923 -1.514 -0.435
C -2.702 -0.407 -1.896
C -1.574 0.578 -2.102
H -2.492 -1.297 -2.477
H -2.715 -0.725 -0.846
H -3.674 0.001 -2.176
H -1.135 0.574 -3.101
H -1.901 1.609 -2.073
H -0.657 0.553 -1.515

Entry 6:
ORCA calculation (ωB97M-V with the def2-TZVPD basis set) on 2 unconnected molecules or ions with the total composition C5H16N3.

## Properties
relative energy (zero: lowest compared OMol25 entry of this formula, charge and spin) = 56.3 kcal/mol
net charge = +1
HOMO energy = -0.470 Ha
frontier orbital gap = 9.42 eV
M = 118.20 Da

Cartesian coordinates (Å):
C 0.311 0.042 -2.540
C 0.469 0.955 -1.551
N -0.574 2.014 -1.299
N 0.961 -1.198 -2.505
H -0.520 0.273 -3.250
H 1.037 0.898 -0.556
H -0.174 2.933 -1.259
H -1.247 2.053 -2.069
H -1.093 1.810 -0.430
H 1.199 -1.462 -1.559
H 0.425 -1.907 -3.015
C 0.722 -0.788 1.454
C -0.809 -0.564 1.396
C -1.117 0.772 2.233
N 1.119 -1.755 0.427
H 1.085 -1.015 2.489
H 1.236 0.138 1.238
H -1.360 -1.452 1.818
H -1.073 -0.498 0.369
H -0.483 1.617 1.892
H -0.895 0.629 3.327
H -2.161 1.055 2.206
H 0.816 -2.687 0.689
H 2.124 -1.863 0.495

Entry 7:
ORCA calculation (ωB97M-V with the def2-TZVPD basis set) on 2 unconnected molecules or ions with the total composition C5H16N3.

## Properties
relative energy (zero: lowest compared OMol25 entry of this formula, charge and spin) = 41.9 kcal/mol
net charge = +1
HOMO energy = -0.525 Ha
frontier orbital gap = 11.28 eV
M = 118.20 Da

Cartesian coordinates (Å):
C -1.492 -0.971 0.715
C 0.337 -1.961 -0.639
N -0.742 -1.200 -0.500
N 0.580 -2.821 0.364
N 1.194 -1.819 -1.667
H -1.012 -0.708 -1.355
H -0.050 -3.276 1.001
H 1.355 -3.468 0.187
H 1.335 -0.927 -2.101
H 2.047 -2.370 -1.609
H -1.006 -1.209 1.665
H -2.238 -1.779 0.558
H -1.877 0.021 0.843
C -0.455 2.132 0.487
C 0.932 2.074 1.235
C -0.429 1.872 -1.013
H -0.612 3.169 0.721
H -1.069 1.511 1.123
H 0.957 1.601 2.213
H 1.771 1.607 0.704
H 0.642 2.129 -1.390
H -1.030 2.478 -1.692
H 1.330 3.063 1.470
H -0.466 0.852 -1.318

Entry 8:
ORCA calculation (ωB97M-V with the def2-TZVPD basis set) on 3 unconnected molecules or ions with the total composition C5H16N4.

## Properties
relative energy (zero: lowest compared OMol25 entry of this formula, charge and spin) = 145.8 kcal/mol
HOMO energy (spin up / spin down) = -0.252 / -0.235 Ha
frontier orbital gap (spin up / spin down) = 7.89 / 7.20 eV
M = 132.21 Da

Cartesian coordinates (Å):
C 1.801 -0.818 0.599
C -0.479 -1.852 0.187
C -0.221 -2.061 -1.276
N 1.916 -0.122 1.688
H 2.309 -0.671 2.451
H 0.379 0.592 2.014
H 1.532 -0.312 -0.323
H 2.165 -1.839 0.503
H -1.527 -1.829 0.459
H 0.028 -2.534 0.866
H -0.273 -1.118 -1.840
H -0.944 -2.728 -1.760
H 0.771 -2.461 -1.495
C -1.411 1.371 -1.473
C 0.392 2.257 -0.023
N -0.502 1.149 -0.354
N -1.028 0.355 0.588
N -0.669 0.681 1.845
H -1.173 0.057 2.464
H -2.078 2.222 -1.284
H -0.833 1.557 -2.378
H 1.244 1.916 0.560
H -0.138 3.027 0.551
H 0.752 2.683 -0.957
H -2.015 0.478 -1.613

Entry 9:
ORCA calculation (ωB97M-V with the def2-TZVPD basis set) on a gas-phase ion, C5H16N5S (charge +1).

## Properties
relative energy (zero: lowest compared OMol25 entry of this formula, charge and spin) = 26.6 kcal/mol
net charge = +1
HOMO energy = -0.474 Ha
frontier orbital gap = 10.14 eV
SMILES = C/C(N)=N/[N@H+](NN)C(C)(C)S
M = 178.29 Da

Cartesian coordinates (Å):
C 2.464 -2.113 0.715
C 1.591 -1.158 -0.106
N 1.790 -1.272 -1.434
N 0.813 -0.303 0.523
N -0.074 0.540 -0.091
N 0.091 1.939 0.531
N 0.766 2.648 -0.420
C -1.539 0.082 0.022
C -1.781 -0.170 1.482
C -2.407 1.055 -0.803
S -1.446 -1.550 -1.002
H 3.300 -1.509 0.991
H 2.680 -2.895 0.035
H 2.033 -2.505 1.708
H 2.582 -1.826 -1.754
H 1.540 -0.548 -2.058
H 0.075 0.789 -1.193
H 0.607 1.886 1.356
H 1.718 2.648 -0.436
H 0.366 3.532 -0.584
H -0.864 -0.719 1.860
H -1.699 0.759 1.978
H -2.667 -0.789 1.675
H -2.025 0.975 -1.770
H -3.490 0.879 -0.556
H -2.348 2.061 -0.463
H -2.076 -2.435 -0.204

Entry 10:
ORCA calculation (ωB97M-V with the def2-TZVPD basis set) on a single C5H16N6 molecule.

## Properties
relative energy (zero: lowest compared OMol25 entry of this formula, charge and spin) = 45.7 kcal/mol
HOMO energy (spin up / spin down) = -0.277 / -0.248 Ha
frontier orbital gap (spin up / spin down) = 8.53 / 7.62 eV
M = 160.23 Da

Cartesian coordinates (Å):
C 2.188 1.164 0.611
C 1.903 -1.326 0.418
C 1.453 0.107 -1.510
C -3.045 -1.121 0.774
C 1.354 0.058 0.011
N -1.921 1.564 0.453
N -2.862 0.906 -0.490
N -0.466 1.519 0.082
N -1.610 -0.833 -1.136
N -2.622 -0.396 -0.494
N -0.033 0.236 0.299
H 3.265 1.123 0.158
H 1.629 2.171 0.336
H 2.272 1.055 1.706
H 1.554 -2.107 -0.185
H 1.525 -1.563 1.407
H 3.088 -1.269 0.486
H 0.587 -0.467 -1.827
H 1.332 1.259 -1.628
H 2.409 -0.268 -1.886
H -3.963 -1.639 0.776
H -2.257 -1.726 1.181
H -3.074 -0.202 1.467
H -1.945 2.571 0.482
H -3.697 0.998 -0.008
H -0.365 2.038 -0.810
H -1.327 -1.693 -0.702